Entry 1:
ORCA calculation (ωB97M-V/def2-TZVPD) on 2 unconnected molecules or ions with the total composition C4H12NO2 at a distorted geometry.

Geometry (Å):
O (-1.766, 0.591, -1.354)
C (-1.774, 1.222, -0.300)
C (-0.548, 2.010, 0.137)
N (0.503, 1.666, -0.882)
H (-2.642, 1.167, 0.394)
H (-0.770, 3.067, 0.144)
H (-0.260, 1.673, 1.123)
H (0.159, 1.885, -1.796)
H (1.376, 2.203, -0.713)
H (0.731, 0.609, -0.779)
C (1.515, -1.505, 0.945)
O (0.753, -0.974, -0.219)
C (0.811, -2.749, 1.482)
H (2.518, -1.733, 0.589)
H (1.559, -0.704, 1.710)
H (0.022, -1.560, -0.310)
H (0.866, -3.586, 0.768)
H (1.234, -3.094, 2.405)
H (-0.226, -2.405, 1.636)

* spin multiplicity: 1
* net charge: +1
* LUMO level: -3.42 eV
* E: -9920.596 eV

---

Entry 2:
ORCA calculation (ωB97M-V/def2-TZVPD) on a molecular structure, C17H17Cl2N5O3RuS2 at a distorted geometry.

Geometry (Å):
Ru (0.429, 0.891, 0.019)
C (-0.562, -1.724, -0.935)
N (-0.815, -0.912, 0.264)
C (-0.422, -1.449, 1.570)
C (-0.141, -0.303, 2.495)
N (0.271, 0.882, 2.039)
C (0.571, 1.654, 3.132)
C (1.088, 2.946, 3.236)
C (1.312, 3.435, 4.510)
C (1.038, 2.672, 5.650)
C (0.527, 1.384, 5.565)
C (0.298, 0.891, 4.290)
N (-0.155, -0.330, 3.831)
C (-0.439, -0.792, -2.101)
N (0.004, 0.457, -1.937)
C (0.136, 1.005, -3.186)
C (0.616, 2.247, -3.602)
C (0.623, 2.499, -4.962)
C (0.169, 1.553, -5.888)
C (-0.298, 0.306, -5.490)
C (-0.292, 0.044, -4.129)
N (-0.647, -1.070, -3.393)
H (-1.338, -2.481, -1.106)
H (0.407, -2.230, -0.827)
H (-1.816, -0.693, 0.288)
H (0.519, -2.006, 1.452)
H (-1.178, -2.119, 1.994)
H (1.322, 3.518, 2.348)
H (1.732, 4.422, 4.637)
H (1.240, 3.090, 6.623)
H (0.344, 0.792, 6.449)
H (-0.397, -1.110, 4.424)
H (0.987, 2.962, -2.881)
H (0.991, 3.447, -5.320)
H (0.183, 1.798, -6.940)
H (-0.651, -0.421, -6.203)
H (-0.939, -1.953, -3.791)
O (4.441, -0.092, -0.138)
S (3.039, -0.073, -0.004)
O (2.431, -0.342, 1.284)
O (2.218, -0.628, -1.069)
S (2.420, 2.005, -0.202)
Cl (-2.455, 1.746, 0.494)
C (-2.131, 3.452, 0.213)
Cl (-0.470, 3.572, -0.420)
H (-2.193, 3.985, 1.163)
H (-2.842, 3.826, -0.523)

* spin multiplicity: 1
* net charge: +2
* LUMO level (spin up / spin down): -9.66 / -9.68 eV
* E: -80779.335 eV

---

Entry 3:
ORCA calculation (ωB97M-V/def2-TZVPD) on a molecular structure, C26H27BrN2O2Sn at a distorted geometry.

Geometry (Å):
Sn (-0.462, -0.274, -0.263)
C (3.252, -0.856, -1.861)
O (2.567, 0.100, -1.080)
C (3.166, 1.372, -1.090)
C (2.387, 2.274, -0.159)
O (1.003, 2.359, -0.449)
C (0.696, 3.086, -1.620)
H (4.292, -0.965, -1.529)
H (3.249, -0.575, -2.921)
H (2.736, -1.805, -1.736)
H (3.194, 1.774, -2.112)
H (4.202, 1.320, -0.728)
H (2.837, 3.275, -0.171)
H (2.451, 1.875, 0.854)
H (1.142, 4.086, -1.586)
H (-0.388, 3.177, -1.658)
H (1.041, 2.571, -2.523)
C (-3.547, -1.712, -0.194)
N (-2.111, -1.907, -0.038)
C (-1.666, -3.110, 0.125)
C (-0.307, -3.363, 0.428)
C (0.379, -4.573, 0.599)
C (1.695, -4.227, 0.901)
C (1.737, -2.819, 0.908)
N (0.538, -2.297, 0.631)
C (-4.296, -1.543, 1.113)
C (-3.643, -1.257, 2.306)
C (-4.369, -1.032, 3.470)
C (-5.755, -1.097, 3.455)
C (-6.413, -1.403, 2.268)
C (-5.686, -1.626, 1.109)
H (-3.989, -2.540, -0.760)
H (-3.700, -0.806, -0.779)
H (-2.349, -3.959, 0.042)
H (-0.038, -5.566, 0.501)
H (2.520, -4.894, 1.096)
H (2.585, -2.181, 1.120)
H (-2.561, -1.219, 2.327)
H (-3.845, -0.806, 4.392)
H (-6.321, -0.919, 4.360)
H (-7.494, -1.468, 2.248)
H (-6.204, -1.867, 0.186)
Br (-0.077, 0.357, 2.561)
C (-1.664, 1.381, 2.806)
C (-1.964, 1.788, 4.065)
C (-3.133, 2.559, 4.261)
C (-3.918, 2.894, 3.198)
C (-3.593, 2.467, 1.883)
C (-4.392, 2.832, 0.769)
C (-4.053, 2.418, -0.485)
C (-2.922, 1.585, -0.677)
C (-2.122, 1.176, 0.357)
C (-2.444, 1.662, 1.657)
H (-1.328, 1.530, 4.901)
H (-3.388, 2.889, 5.261)
H (-4.806, 3.500, 3.341)
H (-5.267, 3.450, 0.935)
H (-4.658, 2.712, -1.335)
H (-2.702, 1.245, -1.690)

* spin multiplicity: 1
* net charge: 0
* LUMO level: 0.55 eV
* E: -110347.817 eV

---

Entry 4:
ORCA calculation (ωB97M-V/def2-TZVPD) on a single C7H6O4 molecule at a distorted geometry.

Geometry (Å):
O (1.486, 1.914, -2.146)
C (1.216, 0.779, -1.942)
C (0.401, 0.294, -0.847)
C (0.426, -1.097, -0.545)
O (0.769, -1.944, -1.531)
C (-0.266, -1.514, 0.597)
C (-0.892, -0.554, 1.333)
O (-1.691, -1.007, 2.395)
C (-0.876, 0.789, 1.213)
C (-0.180, 1.175, 0.113)
O (0.105, 2.527, 0.019)
H (1.529, -0.061, -2.610)
H (0.963, -2.821, -1.159)
H (-0.339, -2.510, 1.004)
H (-1.920, -0.265, 3.043)
H (-1.182, 1.483, 1.952)
H (0.453, 2.811, -0.887)

* spin multiplicity: 1
* net charge: 0
* LUMO level: 0.43 eV
* E: -15545.318 eV
* SMILES: O=Cc1c(O)cc(O)cc1O

---

Entry 5:
ORCA calculation (ωB97M-V/def2-TZVPD) on a single C7H6F2O molecule at a distorted geometry.

Geometry (Å):
C (-1.186, 0.292, -1.326)
C (0.132, 0.745, 0.782)
C (-0.864, 0.986, -0.085)
C (-2.336, 0.492, -1.908)
C (1.481, -0.842, -0.855)
C (1.258, -0.294, 0.469)
C (1.621, -1.113, 1.713)
O (2.370, -0.003, -0.413)
F (-1.757, 1.972, 0.215)
F (-2.608, -0.126, -3.067)
H (-0.617, -0.563, -1.673)
H (0.274, 1.297, 1.736)
H (-2.957, 1.336, -1.708)
H (0.780, -1.222, 2.547)
H (2.571, -0.767, 2.172)
H (1.838, -2.188, 1.401)

* spin multiplicity: 1
* net charge: 0
* LUMO level: 0.32 eV
* E: -14833.576 eV

---

Entry 6:
ORCA calculation (ωB97M-V/def2-TZVPD) on a molecular structure, C21H31N4PtSSi2 at a distorted geometry.

Geometry (Å):
Pt (-0.236, 0.200, 0.543)
C (2.595, 1.273, -2.540)
Si (2.691, 1.543, -0.699)
C (4.497, 1.574, -0.195)
C (1.476, 4.046, 0.626)
C (1.792, 0.167, 0.255)
C (2.006, -0.045, 1.715)
C (3.088, -0.055, 2.589)
C (2.827, -0.337, 3.920)
C (1.525, -0.571, 4.352)
C (0.493, -0.517, 3.440)
N (0.758, -0.287, 2.156)
Si (2.070, -1.559, -0.589)
C (3.905, -1.924, -0.778)
C (1.481, -2.936, 0.528)
C (1.259, -1.674, -2.271)
H (2.987, 2.173, -3.019)
H (1.572, 1.131, -2.891)
H (3.195, 0.437, -2.895)
H (5.045, 2.190, -0.911)
H (4.971, 0.593, -0.191)
H (4.641, 2.026, 0.788)
H (1.329, 3.398, -1.423)
H (2.286, 4.582, 1.128)
H (0.543, 3.793, 2.541)
H (4.086, 0.142, 2.233)
H (3.643, -0.376, 4.629)
H (1.311, -0.799, 5.386)
H (-0.539, -0.689, 3.716)
H (4.479, -1.701, 0.126)
H (4.379, -1.397, -1.607)
H (4.020, -2.992, -0.964)
H (2.054, -2.982, 1.457)
H (1.689, -3.865, -0.011)
H (0.422, -2.915, 0.779)
H (1.846, -1.238, -3.073)
H (0.257, -1.244, -2.306)
H (1.157, -2.741, -2.491)
C (-5.109, 0.803, -1.135)
N (-4.251, 1.868, -0.626)
C (-4.658, 3.156, -0.375)
C (-3.584, 3.829, 0.063)
N (-2.508, 2.944, 0.094)
C (-2.945, 1.729, -0.333)
S (-2.208, 0.183, -0.538)
C (-1.212, 3.379, 0.536)
C (-0.827, 4.743, 0.108)
C (0.469, 5.046, 0.146)
C (2.036, 3.320, -0.588)
C (0.794, 3.179, 1.669)
N (-0.469, 2.590, 1.195)
H (-6.100, 1.221, -1.285)
H (-5.151, -0.009, -0.413)
H (-4.715, 0.432, -2.078)
H (-5.676, 3.466, -0.527)
H (-3.502, 4.843, 0.400)
H (-1.540, 5.416, -0.338)
H (0.809, 5.983, -0.277)
H (2.915, 3.876, -0.936)
H (1.435, 2.369, 2.016)

* spin multiplicity: 1
* net charge: +1
* LUMO level: -3.01 eV
* E: -58073.712 eV

---

Entry 7:
ORCA calculation (ωB97M-V/def2-TZVPD) on a molecular structure, C11H24N5O7PbS2Se at a distorted geometry.

Geometry (Å):
Pb (0.477, -2.290, -0.717)
N (0.819, -2.688, 1.883)
C (-0.213, -3.664, 2.259)
C (-0.228, -4.934, 1.377)
N (-0.432, -4.731, -0.064)
H (1.764, -3.089, 2.001)
H (0.753, -1.873, 2.503)
H (-1.216, -3.182, 2.254)
H (-0.055, -4.026, 3.286)
H (-0.984, -5.609, 1.839)
H (0.746, -5.443, 1.503)
H (-1.419, -4.739, -0.308)
H (0.026, -5.474, -0.611)
Se (3.176, -1.720, -1.115)
C (0.525, 2.378, 3.911)
C (0.770, 2.871, 2.486)
S (-0.600, 3.899, 1.848)
O (-0.567, 5.164, 2.580)
O (-1.792, 3.050, 1.952)
C (-0.347, 4.313, 0.084)
C (-1.100, 3.498, -0.987)
N (-1.160, 2.026, -0.819)
C (-0.083, 1.204, -0.748)
N (-0.369, 0.052, -0.136)
C (-1.689, 0.085, 0.179)
C (-2.190, 1.297, -0.191)
N (-3.444, 1.696, 0.071)
O (-4.196, 0.945, 0.768)
O (-3.884, 2.833, -0.397)
C (1.274, 1.501, -1.228)
H (1.378, 1.761, 4.202)
H (-0.377, 1.766, 3.966)
H (0.444, 3.214, 4.613)
H (0.849, 2.038, 1.796)
H (1.691, 3.472, 2.450)
H (0.733, 4.337, -0.102)
H (-0.700, 5.363, 0.027)
H (-0.658, 3.694, -1.977)
H (-2.167, 3.775, -1.017)
H (-2.245, -0.664, 0.710)
H (1.332, 2.503, -1.661)
H (1.543, 0.738, -1.974)
H (1.973, 1.381, -0.398)
C (1.509, -2.088, -5.434)
S (1.415, -2.110, -3.652)
O (0.991, -3.443, -3.198)
O (0.485, -1.059, -3.205)
O (2.838, -1.815, -3.360)
H (0.504, -2.265, -5.852)
H (2.224, -2.849, -5.703)
H (1.875, -1.097, -5.698)

* spin multiplicity: 1
* net charge: +1
* LUMO level: -5.26 eV
* E: -125833.947 eV

---

Entry 8:
ORCA calculation (ωB97M-V/def2-TZVPD) on a single C5H6O2S molecule.

Geometry (Å):
C (2.101, -1.274, 0.456)
C (1.318, -1.626, -0.568)
C (-0.014, -1.051, -0.861)
O (-0.626, -1.343, -1.866)
C (-0.652, -0.061, 0.101)
S (-1.120, -0.457, 1.615)
O (-0.835, 1.090, -0.515)
C (-1.545, 2.129, 0.169)
H (3.075, -1.707, 0.583)
H (1.780, -0.575, 1.222)
H (1.652, -2.314, -1.321)
H (-2.541, 1.797, 0.422)
H (-1.003, 2.414, 1.089)
H (-1.590, 2.979, -0.527)

* spin multiplicity: 1
* net charge: 0
* LUMO level: -0.23 eV
* E: -20210.891 eV
* SMILES: C=CC(=O)C(=S)OC